ORCA calculation (ωB97M-V with the def2-TZVPD basis set) on C16H22F3IN2Pd as an isolated structure.

Calculated values
- energy relative to the best compared isomer or geometry (same formula, charge and spin) (kJ/mol) = 113.1
- total energy (eV) = -39658.1382
- HOMO (Ha) = 0.0329
- total charge = -2
- HOMO-LUMO gap (eV) = 3.7

Positions of all 45 atoms, in Å:
Pd (-0.918, 0.994, 0.366)
C (1.711, 1.748, 0.038)
N (1.790, 0.305, 0.198)
C (2.671, -0.059, 1.279)
C (2.158, -0.361, -1.027)
C (1.104, -0.226, -2.138)
N (-0.253, -0.429, -1.668)
C (-1.238, -0.059, -2.663)
C (-0.484, -1.788, -1.228)
H (2.669, 2.170, -0.339)
H (1.479, 2.202, 1.003)
H (0.890, 1.978, -0.647)
H (3.713, 0.293, 1.121)
H (2.688, -1.144, 1.398)
H (2.294, 0.378, 2.203)
H (2.311, -1.420, -0.799)
H (3.124, 0.027, -1.422)
H (1.367, -0.946, -2.943)
H (1.161, 0.778, -2.566)
H (-1.307, -0.806, -3.482)
H (-0.990, 0.906, -3.101)
H (-2.212, 0.022, -2.178)
H (-0.438, -2.507, -2.073)
H (-1.465, -1.839, -0.759)
H (0.250, -2.072, -0.479)
I (-0.727, 3.829, -2.597)
C (-1.629, 2.904, -0.675)
H (-2.684, 2.945, -0.976)
H (-1.486, 3.772, -0.015)
F (2.184, -7.261, 2.421)
C (0.865, -7.102, 2.130)
F (0.238, -7.938, 3.048)
F (0.671, -7.738, 0.945)
C (0.402, -5.717, 2.153)
C (-0.708, -5.328, 1.380)
C (-1.159, -4.037, 1.406)
C (-0.518, -3.029, 2.187)
C (0.564, -3.467, 3.005)
C (1.013, -4.761, 2.983)
C (-0.860, -1.689, 2.060)
C (-1.094, -0.482, 1.848)
H (-1.182, -6.065, 0.742)
H (-2.014, -3.754, 0.807)
H (1.057, -2.733, 3.629)
H (1.866, -5.065, 3.579)

These are the natural (NBO) partial charges, in e, on atoms 1 to 4: atom 1 (Pd): 0.02, atom 2 (C): -0.45, atom 3 (N): -0.42, atom 4 (C): -0.40